Here is one molecule with the formula C19H18N6S2 from OMol25. Energies are from ωB97M-V with the def2-TZVPD basis set.

As for the SMILES: Cc1ccc(Nc2nc(CSc3nnc(-c4ccncc4)n3C)cs2)cc1. The calculation puts the gap between HOMO and LUMO at 0.29709 Eh. The calculation puts the HOMO energy at -0.284 Ha.

Last column: Löwdin charge in e.
CARTESIAN COORDINATES (ANGSTROEM)
C1 4.753 0.942 -1.437  -0.051
C2 3.627 0.740 -0.473  -0.296
C3 3.629 -0.327 0.417  -0.054
C4 2.556 -0.556 1.254  -0.036
C5 1.444 0.284 1.224  -0.267
C6 1.443 1.367 0.353  -0.048
C7 2.524 1.583 -0.480  -0.042
H1 2.498 2.419 -1.162  0.119
H2 0.591 2.025 0.292  0.058
N1 0.365 -0.046 2.044  0.077
C8 -0.837 0.567 2.181  -0.601
N2 -1.909 -0.104 2.451  0.100
C9 -2.996 0.708 2.591  -0.503
C10 -2.743 2.036 2.448  -0.360
S1 -1.070 2.311 2.138  1.070
H3 -3.432 2.853 2.472  0.074
C11 -4.337 0.099 2.711  -0.357
H4 -5.103 0.853 2.881  0.077
H5 -4.368 -0.670 3.480  0.075
S2 -4.786 -0.802 1.142  0.955
C12 -3.516 -0.218 0.098  -0.667
N3 -3.337 1.019 -0.278  0.044
N4 -2.203 1.067 -0.970  0.088
C13 -1.684 -0.141 -1.020  -0.263
N5 -2.498 -1.013 -0.351  -0.044
C14 -2.387 -2.427 -0.143  -0.038
H6 -3.382 -2.826 0.052  0.066
H7 -1.970 -2.902 -1.031  0.097
H8 -1.755 -2.632 0.724  0.092
C15 -0.420 -0.411 -1.681  -0.147
C16 0.442 -1.447 -1.326  -0.019
C17 1.644 -1.565 -2.006  -0.144
N6 2.026 -0.750 -2.972  0.071
C18 1.214 0.243 -3.298  -0.142
C19 -0.010 0.459 -2.694  -0.008
H9 -0.648 1.280 -2.976  0.111
H10 1.568 0.894 -4.087  0.108
H11 2.339 -2.356 -1.760  0.111
H12 0.212 -2.131 -0.526  0.100
H13 0.377 -0.990 2.409  0.145
H14 2.567 -1.399 1.931  0.111
H15 4.476 -0.997 0.447  0.114
H16 5.680 0.524 -1.050  0.076
H17 4.514 0.437 -2.374  0.072
H18 4.900 1.998 -1.649  0.077

***

Here is C27H43BrN6S6Ti as an isolated structure from OMol25. Energies are from ωB97M-V with the def2-TZVPD basis set.

The calculation puts the gap between HOMO and LUMO (spin up / spin down) at 0.23247 / 0.23285 Eh. The calculation puts the HOMO energy (spin up / spin down) at -0.232 / -0.232 Ha.

Last column: Löwdin charge in e.
CARTESIAN COORDINATES (ANGSTROEM)
Ti1 -0.625 -0.852 0.092  0.381
C1 3.934 3.956 -0.047  -0.523
C2 3.100 3.920 1.231  -0.535
S1 1.458 3.177 1.092  0.820
C3 0.698 4.168 -0.215  -0.539
C4 0.897 3.722 -1.678  -0.512
S2 0.906 1.922 -1.914  0.790
C5 2.473 1.587 -2.780  -0.524
C6 3.709 2.418 -2.444  -0.523
S3 4.297 2.308 -0.728  0.885
H1 4.876 4.461 0.169  0.071
H2 3.424 4.541 -0.810  0.056
H3 3.004 4.937 1.620  0.075
H4 3.603 3.328 1.997  0.075
H5 1.019 5.207 -0.099  0.081
H6 -0.365 4.136 0.018  0.030
H7 1.805 4.144 -2.097  0.044
H8 0.072 4.135 -2.262  0.068
H9 2.305 1.645 -3.858  0.075
H10 2.653 0.537 -2.542  0.041
H11 3.571 3.470 -2.691  0.059
H12 4.522 2.064 -3.079  0.071
C7 -0.093 -2.381 -4.441  -0.122
C8 -0.619 -2.067 -3.065  -0.751
S4 0.524 -1.507 -1.871  0.666
C9 -1.906 -2.228 -2.734  -0.733
C10 -2.952 -2.726 -3.696  -0.124
S5 -2.405 -1.906 -1.078  0.670
H13 0.984 -2.234 -4.484  0.055
H14 -0.554 -1.736 -5.194  0.080
H15 -0.307 -3.415 -4.723  0.076
H16 -2.612 -3.619 -4.226  0.073
H17 -3.189 -1.972 -4.453  0.078
H18 -3.874 -2.976 -3.172  0.053
Br1 -5.660 -1.617 5.763  0.711
C11 -4.252 -1.686 4.491  -0.698
C12 -4.489 -1.282 3.189  -0.127
C13 -3.462 -1.335 2.262  -0.034
C14 -2.193 -1.780 2.631  -0.273
C15 -1.976 -2.179 3.950  -0.016
C16 -3.002 -2.137 4.878  -0.121
N1 -1.147 -1.778 1.703  -0.160
C17 -0.147 -2.709 1.762  -0.125
C18 1.125 -2.331 1.331  -0.313
C19 2.279 -3.170 1.347  -0.029
C20 3.488 -2.633 1.051  -0.072
C21 3.591 -1.259 0.691  -0.072
C22 2.457 -0.524 0.579  -0.178
N2 1.227 -1.044 0.846  -0.117
H19 -5.475 -0.941 2.901  0.092
H20 -3.640 -1.051 1.234  0.051
H21 -0.983 -2.480 4.254  0.117
H22 -2.824 -2.433 5.903  0.102
H23 -0.361 -3.701 2.147  0.132
H24 2.167 -4.209 1.627  0.113
H25 4.380 -3.245 1.087  0.104
H26 4.550 -0.808 0.480  0.091
H27 2.460 0.507 0.249  0.027
N3 0.257 2.162 4.321  -0.091
N4 -0.431 1.050 3.740  -0.074
H28 -0.243 2.430 5.158  0.049
H29 0.290 2.957 3.689  0.003
H30 -1.182 1.359 3.130  -0.002
H31 0.234 0.563 3.150  0.037
C23 -5.908 -0.463 -0.717  -0.063
C24 -5.319 0.862 -1.180  -0.209
N5 -3.882 0.906 -0.911  0.018
C25 -3.242 1.748 -0.133  -0.720
S6 -1.654 1.451 0.472  0.699
N6 -3.796 2.927 0.240  0.002
C26 -4.579 3.807 -0.635  -0.238
C27 -5.840 4.324 0.039  -0.081
H32 -6.965 -0.505 -0.980  0.081
H33 -5.818 -0.565 0.365  0.066
H34 -5.395 -1.306 -1.178  0.057
H35 -5.805 1.680 -0.657  0.088
H36 -5.484 0.998 -2.250  0.124
H37 -3.370 0.035 -1.130  0.004
H38 -3.219 3.413 0.910  0.112
H39 -4.808 3.272 -1.554  0.106
H40 -3.943 4.649 -0.920  0.120
H41 -6.501 3.505 0.324  0.069
H42 -6.382 4.991 -0.631  0.079
H43 -5.592 4.880 0.943  0.077